Entry from the Open Molecules 2025 dataset: C36H30F5N5OPtS as an isolated structure in a non-equilibrium geometry (wB97M-V/def2-TZVPD).

Calculated values
Energy above the lowest of the compared OMol25 structures with the same formula, charge and spin = 39.3 kcal/mol
HOMO-LUMO gap (spin up / spin down) = 4.0 / 5.3 eV
Electronic energy = -74979.79365 eV

```
! RIJCOSX wB97M-V def2-TZVPD def2/J DEFGRID3
* xyz 0 3
Pt 2.622 0.387 0.301
C -1.231 -5.100 1.296
C -0.097 -4.333 0.636
C -0.296 -3.892 -0.690
C 0.340 -2.713 -1.111
C 1.399 -2.169 -0.361
N 2.004 -1.053 -0.898
C 2.372 -0.930 -2.186
C 2.659 -2.052 -3.033
C 2.960 -1.901 -4.350
C 3.315 -0.582 -4.849
C 3.771 -0.325 -6.235
C 3.038 0.533 -4.107
C 2.490 0.370 -2.796
N 1.787 1.511 -2.282
C 0.986 2.388 -2.922
C 0.172 3.056 -1.956
C 0.598 2.529 -0.693
N 1.627 1.671 -0.840
C 1.765 -2.775 0.862
C 0.986 -3.849 1.351
N 3.066 -2.453 1.341
C 3.917 -3.163 2.145
C 5.108 -2.455 2.262
C 4.993 -1.203 1.600
N 3.725 -1.156 1.076
H -1.295 -4.999 2.441
H -1.342 -6.145 0.927
H -2.156 -4.610 0.917
H -1.007 -4.384 -1.349
H 0.042 -2.062 -1.968
H 2.542 -2.947 -2.509
H 3.199 -2.781 -5.000
H 4.546 0.513 -6.178
H 2.832 -0.077 -6.848
H 4.281 -1.171 -6.697
H 3.295 1.519 -4.495
H 1.115 2.545 -4.039
H -0.623 3.751 -2.211
H 0.147 2.707 0.292
H 1.194 -4.189 2.333
H 3.718 -4.173 2.525
H 5.937 -2.806 2.897
H 5.695 -0.374 1.463
C -7.896 1.822 4.778
C -6.913 1.283 3.749
C -6.798 1.906 2.495
C -6.118 1.310 1.431
C -5.867 2.053 0.147
C -5.745 -0.038 1.571
C -5.296 -0.816 0.392
O -5.592 -1.983 0.099
C -5.728 -0.658 2.871
C -5.135 -2.058 2.931
C -6.273 0.052 3.913
H -8.686 1.087 4.939
H -8.418 2.731 4.407
H -7.407 2.019 5.727
H -7.279 2.902 2.431
H -6.173 3.098 0.147
H -6.262 1.495 -0.764
H -4.712 2.059 -0.020
H -4.691 -0.275 -0.348
H -5.327 -2.556 3.901
H -4.074 -2.030 3.016
H -5.425 -2.652 2.070
H -6.213 -0.335 4.953
F 6.128 5.664 -1.845
C 5.368 4.856 -1.044
C 4.138 5.282 -0.501
F 3.606 6.446 -0.942
C 3.444 4.508 0.367
F 2.216 4.949 0.727
C 3.859 3.260 0.796
S 2.914 2.104 1.711
C 5.167 2.929 0.364
F 5.903 1.875 0.871
C 5.914 3.684 -0.530
F 7.175 3.369 -0.872
*
```

---

Entry from the Open Molecules 2025 dataset: an isolated ion of composition C6H11INS and charge +1 in a non-equilibrium geometry (wB97M-V/def2-TZVPD).

Calculated values
Energy above the lowest of the compared OMol25 structures with the same formula, charge and spin = 41.0 kcal/mol
HOMO-LUMO gap = 7.5 eV
Electronic energy = -26816.28218 eV

```
! RIJCOSX wB97M-V def2-TZVPD def2/J DEFGRID3
* xyz 1 1
C 1.964 0.137 0.693
C 0.653 0.586 0.786
C 2.788 -0.306 -0.493
C -0.238 -0.216 -0.261
C -2.389 -0.323 1.108
C -1.661 0.334 -0.057
N 0.285 -0.112 -1.554
S 3.386 -0.129 1.409
I 3.411 1.067 -1.979
H 0.170 0.429 1.785
H 0.423 1.449 0.215
H 2.869 -1.287 -0.792
H -0.226 -1.302 -0.139
H -2.252 -1.421 1.053
H -3.377 -0.095 1.153
H -2.021 -0.123 2.049
H -1.510 1.404 0.182
H -2.189 -0.042 -0.956
H 0.027 0.768 -2.052
H -0.113 -0.817 -2.152
*
```

---

Number 2 is which compound?
C6H11INS

---

Which formula does entry 2 have?
C6H11INS

---

electronic energy of number 2 (C6H11INS)?
-26816.28218 eV

---

The highest electronic energy belongs to which entry?
C6H11INS